Molecular formula: C34H76AlCl2FN7O15PS2
Method: DFT, ωB97M-V/def2-TZVPD

The geometry in XYZ format:
```
139
C34H76AlCl2FN7O15PS2 | OMol25 | ωB97M-V/def2-TZVPD
C 1.576 -4.730 2.739
C -0.001 -4.325 3.107
C -0.937 -5.098 1.974
C -2.557 -4.919 2.242
N -3.310 -4.277 1.096
C -3.191 -5.054 -0.196
C -2.523 -4.168 -1.443
C -2.458 -2.559 -1.139
C -1.064 -2.078 -0.377
C -0.200 -0.965 -1.282
O -1.116 0.126 -1.551
C -1.122 0.624 -2.920
N 0.160 1.331 -3.359
C -2.286 1.831 -2.943
C -3.805 1.164 -3.159
C -4.313 0.274 -1.880
O -5.720 0.709 -1.606
P 0.507 -1.926 -2.754
O -0.551 -2.573 -3.734
C 1.087 -0.563 -0.294
C 2.214 0.368 -1.035
C 3.494 0.465 0.038
N 0.650 -0.035 1.062
C 0.383 1.453 1.050
C -0.847 1.904 2.088
C -2.283 2.150 1.318
C -1.055 0.866 3.341
C -4.785 -4.038 1.459
S -5.905 -3.275 0.376
S -5.525 -4.521 3.151
C -6.036 -2.828 3.875
C -4.768 -1.801 4.055
C -4.020 -2.171 5.500
H 2.266 -3.777 2.670
H 1.577 -5.243 1.679
H 1.989 -5.544 3.508
H -0.212 -4.814 4.159
H -0.180 -3.164 3.138
H -0.601 -4.848 0.881
H -0.714 -6.258 2.127
H -3.085 -5.959 2.485
H -2.645 -4.250 3.226
H -2.525 -6.027 -0.122
H -4.242 -5.423 -0.616
H -1.421 -4.555 -1.574
H -3.080 -4.387 -2.471
H -2.559 -1.976 -2.172
H -3.368 -2.157 -0.479
H -1.392 -1.659 0.666
H -0.313 -2.959 -0.176
H -1.523 -0.151 -3.734
H 0.491 0.799 -4.219
H 0.000 2.338 -3.574
H -2.350 2.404 -1.913
H -2.150 2.571 -3.843
H -3.913 0.624 -4.205
H -4.535 2.106 -3.220
H -3.641 0.358 -0.921
H -4.421 -0.846 -2.277
H -5.766 1.097 -0.664
H 1.395 -1.098 -3.569
H 1.309 -3.022 -2.214
H 1.619 -1.609 -0.073
H 1.844 1.452 -1.325
H 2.674 -0.171 -1.994
H 4.369 1.076 -0.439
H 3.179 0.911 1.074
H 3.901 -0.633 0.268
H 1.403 -0.307 1.737
H 0.124 1.901 0.000
H 1.344 2.027 1.465
H -0.507 2.938 2.559
H -2.072 2.642 0.272
H -2.904 2.900 2.005
H -2.919 1.162 1.260
H -1.094 -0.276 3.029
H -0.307 1.056 4.252
H -2.135 1.098 3.792
H -6.613 -2.923 4.890
H -6.761 -2.333 3.074
H -5.233 -0.716 4.228
H -4.019 -1.785 3.154
H -3.738 -1.178 6.091
H -4.841 -2.733 6.151
H -3.072 -2.849 5.324
C 4.188 2.662 5.960
C 4.850 1.611 5.092
C 5.228 2.110 3.731
O 5.199 0.927 2.952
C 4.304 0.090 3.557
O 3.878 -0.940 3.062
O 3.946 0.561 4.790
H 3.961 2.248 6.948
H 4.835 3.535 6.090
H 3.233 2.987 5.532
H 5.711 1.178 5.614
H 6.226 2.558 3.715
H 4.511 2.822 3.308
O -5.795 -7.895 -0.667
H -5.670 -7.015 -0.281
H -5.290 -7.861 -1.494
Cl -5.169 -2.535 -3.079
Al 5.899 4.023 2.436
C -4.027 0.867 -7.726
N -3.076 1.574 -6.826
O -2.534 0.906 -5.939
O -2.901 2.780 -7.037
H -4.083 -0.182 -7.427
H -5.001 1.350 -7.622
H -3.646 0.958 -8.745
O 2.500 -9.946 3.919
Cl 2.124 -8.546 3.870
O 2.137 -8.090 2.493
O 3.066 -7.764 4.646
O 0.792 -8.383 4.420
C 9.889 6.907 2.482
C 8.616 6.175 2.874
N 7.559 5.568 3.199
H 10.736 6.215 2.497
H 9.786 7.322 1.476
H 10.082 7.722 3.186
C 8.065 10.038 3.174
O 8.896 9.592 3.950
N 7.884 11.357 2.981
N 7.255 9.250 2.444
H 7.205 11.743 2.347
H 8.474 11.985 3.512
H 7.358 8.251 2.559
H 6.565 9.599 1.800
C -2.953 3.101 -12.244
C -2.610 1.677 -11.857
O -3.791 0.890 -11.810
H -3.656 3.536 -11.525
H -2.054 3.723 -12.280
H -3.442 3.130 -13.223
H -2.143 1.651 -10.868
H -1.919 1.231 -12.578
H -4.194 0.913 -12.695
F 10.666 4.644 3.132
```

The total energy is -5252.1793 Ha. The HOMO energy is -7.51 eV. Its energy above the lowest of the compared OMol25 structures with the same formula, charge and spin is 1210.9 kJ/mol. The maximum force comes out at 0.15704 Eh/bohr. For the HOMO-LUMO gap, the calculation gives 0.029 hartree.

***

Molecular formula: C3H5N3O
Method: DFT, ωB97M-V/def2-TZVPD

The geometry in XYZ format:
```
12
C3H5N3O | OMol25 | ωB97M-V/def2-TZVPD
O -2.227 0.801 -0.572
C -1.598 -0.539 0.191
C -0.174 -0.311 0.086
N 0.346 0.580 -0.756
N 1.684 0.404 -0.578
C 1.892 -0.564 0.327
N 0.755 -1.043 0.776
H -1.435 1.221 -0.999
H -2.493 0.019 -1.116
H -2.010 -0.452 1.192
H 2.349 0.950 -1.100
H 2.879 -0.889 0.629
```

The total energy is -356.6951 Ha. The HOMO energy is -7.60 eV. Its energy above the lowest of the compared OMol25 structures with the same formula, charge and spin is 426.1 kJ/mol. The maximum force comes out at 0.01367 Eh/bohr. For the HOMO-LUMO gap, the calculation gives 0.310 hartree.

***

Which of these has the lowest maximum force? C3H5N3O